Formula: C4H3NO2S
Source: the OMol25 dataset
Level of theory: wB97M-V/def2-TZVPD

Values from the calculation:
- Frontier orbital gap: 8.65 eV
- Structure (SMILES): Oc1cc(=S)ocn1
- Charge: 0
- Calculated total energy: -757.59929 a.u.

Structure (XYZ):
```
11
C4H3NO2S (wB97M-V/def2-TZVPD)
O 0.0410 -0.3585 2.3852
C 0.1987 -0.3179 1.0060
C -0.6608 0.5302 0.3358
C -0.4858 0.7514 -1.0856
S -1.2116 1.8565 -2.0551
O 0.4233 -0.1066 -1.6322
C 0.9972 -1.0394 -0.9325
N 1.0839 -1.2641 0.3226
H -0.5747 0.3780 2.5021
H -1.5284 1.1461 0.7717
H 1.7172 -1.5756 -1.6180
```

Need the Löwdin charges? In units of e they are: O 0.0734; C -0.2611; C -0.0488; C -0.8355; S 0.6990; O 0.0018; C -0.2249; N 0.1838; H 0.0997; H 0.1460; H 0.1664

---

Formula: C4H3NO3
Source: the OMol25 dataset
Level of theory: wB97M-V/def2-TZVPD

Values from the calculation:
- Frontier orbital gap: 9.75 eV
- Structure (SMILES): N#CC(=O)[C@@H](O)C=O
- Charge: 0
- Calculated total energy: -434.63253 a.u.

Structure (XYZ):
```
11
C4H3NO3 (wB97M-V/def2-TZVPD)
N 1.7162 2.5070 -0.2225
C 0.8428 1.7718 -0.0192
C -0.1964 0.8855 0.4048
O -1.1830 1.3613 0.8352
C -0.1950 -0.6220 0.3746
O -1.4666 -1.1270 0.2192
C 0.5649 -1.0517 -0.8761
O 1.6252 -0.6756 -1.2492
H 0.3212 -0.8752 1.2982
H -1.9905 -0.5223 0.7686
H -0.0388 -1.6518 -1.5336
```

Need the Löwdin charges? In units of e they are: N 0.2217; C -0.0927; C -0.3535; O 0.1715; C -0.2995; O 0.0254; C -0.1895; O 0.1056; H 0.1752; H 0.1068; H 0.1292

---

Formula: C4H3NO3
Source: the OMol25 dataset
Level of theory: wB97M-V/def2-TZVPD

Values from the calculation:
- Frontier orbital gap: 10.31 eV
- Structure (SMILES): N#CC(O)(C=O)C=O
- Charge: 0
- Calculated total energy: -434.57557 a.u.

Structure (XYZ):
```
11
C4H3NO3 (wB97M-V/def2-TZVPD)
N -2.4855 -0.8731 -0.6836
C -1.5415 -0.3103 -0.3114
C -0.1021 -0.1449 0.3470
O 0.0460 -1.1094 1.2939
C -0.0474 1.2527 0.6016
O -0.0666 2.0538 -0.3077
C 0.7684 -0.3060 -0.9336
O 1.9585 -0.8560 -0.6878
H 1.0418 -1.2197 1.0729
H 0.0343 1.5840 1.5399
H 0.3941 -0.0711 -1.9311
```

Need the Löwdin charges? In units of e they are: N 0.1843; C -0.0931; C -0.4923; O 0.0720; C -0.1903; O 0.1136; C -0.0087; O 0.0060; H 0.1506; H 0.1116; H 0.1461

---

Formula: C4H3NO3
Source: the OMol25 dataset
Level of theory: wB97M-V/def2-TZVPD

Values from the calculation:
- Frontier orbital gap: 7.42 eV
- Charge: 0
- Calculated total energy: -434.45863 a.u.

Structure (XYZ):
```
11
C4H3NO3 (wB97M-V/def2-TZVPD)
C 0.2177 1.5080 -0.1108
C 1.4699 1.0057 0.5277
C 1.0356 -0.3876 0.6358
C -0.4173 -0.5761 0.1669
H -1.6614 -0.0793 -2.3724
H -0.1597 2.4377 -0.7294
H 2.3758 1.4536 0.8000
N -1.0212 0.7466 0.0608
O -1.2147 0.6925 -1.9273
O 1.3791 -1.3176 1.2514
O -1.0697 -1.6672 -0.0043
```

Need the Löwdin charges? In units of e they are: C -0.0288; C 0.1268; C -0.4127; C -0.3152; H 0.0618; H 0.1548; H 0.0918; N 0.1684; O -0.1080; O 0.1700; O 0.0911

---

Formula: C4H3NO3S
Source: the OMol25 dataset
Level of theory: wB97M-V/def2-TZVPD

Values from the calculation:
- Frontier orbital gap: 8.06 eV
- Charge: 0
- Calculated total energy: -832.66613 a.u.

Structure (XYZ):
```
12
C4H3NO3S (wB97M-V/def2-TZVPD)
C -1.3223 0.8361 0.5897
C -1.2497 0.1633 -0.5586
C -0.4016 0.4005 1.6873
C 1.1572 0.3923 1.2204
N 1.3479 -0.2810 0.1654
O 0.1585 -1.2562 -2.2023
O -0.6729 -0.1459 2.6720
O 2.4801 -0.5885 -0.5551
S -0.1238 -1.2523 -0.7832
H -1.9376 1.7627 0.7207
H -1.8553 0.3535 -1.4054
H 2.4195 -0.3844 -1.5510
```

Need the Löwdin charges? In units of e they are: C -0.0623; C -0.2196; C -0.4491; C 0.0684; N -0.3004; O -0.5038; O 0.1436; O -0.0456; S 1.0120; H 0.1371; H 0.0721; H 0.1475

---

Formula: C4H3NO4S2
Source: the OMol25 dataset
Level of theory: wB97M-V/def2-TZVPD

Values from the calculation:
- Frontier orbital gap (alpha / beta): 5.56 / 5.56 eV
- Structure (SMILES): C=S([O-])#CSC(=O)NC(=O)[O-]
- Charge: -2
- Calculated total energy: -1306.17045 a.u.

Structure (XYZ):
```
14
C4H3NO4S2 (wB97M-V/def2-TZVPD)
C -3.1930 0.6194 -0.5512
S -1.5420 1.3934 -0.7416
O -1.5397 2.8095 -0.2265
C -0.3111 0.3749 -0.0322
S -0.3622 -1.3051 -0.1588
C 1.5155 -1.8204 -0.3142
O 1.7391 -2.9111 -0.8697
N 2.2628 -0.8911 0.1987
C 1.7962 0.2882 1.2941
O 2.3911 1.3024 1.0055
O 1.2391 -0.2446 2.2132
H -3.9113 1.3918 -0.6299
H -3.3515 -0.0940 -1.3903
H 3.2670 -0.9133 0.2027
```

Need the Löwdin charges? In units of e they are: C -0.4014; S 0.6215; O -0.6148; C -0.6736; S 0.8177; C -0.7418; O -0.1234; N 0.0789; C -0.8146; O -0.0278; O -0.0192; H -0.1223; H -0.0848; H 0.1057

---

Formula: C4H3NO6
Source: the OMol25 dataset
Level of theory: wB97M-V/def2-TZVPD

Values from the calculation:
- Frontier orbital gap: 5.85 eV
- Charge: -2
- Calculated total energy: -660.34772 a.u.

Structure (XYZ):
```
14
C4H3NO6 (wB97M-V/def2-TZVPD)
C -0.5571 -0.4388 0.5299
C -2.8296 -1.2585 -0.9779
C 1.0182 1.2769 -0.6647
C 0.8068 0.2401 0.4488
N 1.8051 0.0997 1.3531
O -1.2958 -0.3118 -0.5534
O -2.5779 -2.3259 -0.5346
O 1.7203 -0.7108 2.2675
O -0.9288 -1.0603 1.5295
O -3.5289 -0.5338 -1.5797
O 2.8791 0.7722 1.2152
H 0.1867 1.7745 -1.0646
H 1.4053 0.5707 -1.4967
H 1.8968 1.9058 -0.4724
```

Need the Löwdin charges? In units of e they are: C -0.5562; C -0.6188; C -0.0880; C -0.1801; N -0.4819; O -0.0749; O 0.0750; O -0.0886; O -0.0206; O 0.0653; O -0.1754; H 0.0235; H 0.0816; H 0.0391

---

Formula: C4H3NOS2
Source: the OMol25 dataset
Level of theory: wB97M-V/def2-TZVPD

Values from the calculation:
- Frontier orbital gap: 7.53 eV
- Structure (SMILES): S=C1C=C/C(=N\S)O1
- Charge: 0
- Calculated total energy: -1080.54781 a.u.

Structure (XYZ):
```
11
C4H3NOS2 (wB97M-V/def2-TZVPD)
S -3.4161 -0.7309 -0.0185
C -1.8532 -0.2877 -0.0196
C -1.2707 1.0734 0.0095
C 0.0558 0.9427 0.0067
C 0.3715 -0.4965 0.0072
N 1.4326 -1.1904 0.0217
S 2.9119 -0.3481 -0.0288
O -0.8368 -1.1763 0.0085
H -1.8813 1.9609 -0.0191
H 0.8183 1.7008 0.0090
H 3.6680 -1.4479 0.0234
```

Need the Löwdin charges? In units of e they are: S 0.7581; C -0.8367; C -0.0401; C 0.0085; C -0.4571; N -0.2622; S 0.7497; O 0.0017; H 0.1169; H 0.1044; H -0.1434

---

Formula: C4H3NOS2
Source: the OMol25 dataset
Level of theory: wB97M-V/def2-TZVPD

Values from the calculation:
- Frontier orbital gap: 7.20 eV
- Charge: 0
- Calculated total energy: -1080.44960 a.u.

Structure (XYZ):
```
11
C4H3NOS2 (wB97M-V/def2-TZVPD)
C 0.5192 -0.3015 -0.2075
C -0.6127 -1.2987 -0.2686
C -1.7696 -0.6198 0.1486
C -0.2677 1.1011 0.0109
H 2.3141 1.4782 0.9203
H -0.8251 -2.3236 -0.6548
H -2.7692 -0.9590 0.4189
N 1.7131 -0.7443 -0.3183
O -1.6566 0.7356 0.1186
S 3.1546 0.2729 0.0631
S 0.1999 2.6590 -0.2312
```

Need the Löwdin charges? In units of e they are: C -0.3905; C -0.0132; C -0.1078; C -0.6569; H -0.0111; H 0.1192; H 0.1274; N -0.3055; O -0.0905; S 0.5858; S 0.7431

---

Formula: C4H3NS
Source: the OMol25 dataset
Level of theory: wB97M-V/def2-TZVPD

Values from the calculation:
- Frontier orbital gap: 7.80 eV
- Structure (SMILES): C=CC(=S)C#N
- Charge: 0
- Calculated total energy: -607.07927 a.u.

Structure (XYZ):
```
9
C4H3NS (wB97M-V/def2-TZVPD)
C -1.3054 0.2988 -0.0181
C -0.2976 0.0900 -0.7982
C 1.0559 -0.1623 -0.2686
S 2.4533 -0.4332 -1.0891
C 1.1333 -0.2075 1.1271
N 0.9512 -0.5594 2.2552
H -1.2086 0.4263 1.0938
H -2.3919 0.5567 -0.3228
H -0.3902 -0.0094 -1.9792
```

Need the Löwdin charges? In units of e they are: C 0.0130; C -0.2251; C -0.8048; S 0.7852; C -0.3001; N 0.1907; H 0.0823; H 0.1067; H 0.1522

---

Formula: C4H3NS
Source: the OMol25 dataset
Level of theory: wB97M-V/def2-TZVPD

Values from the calculation:
- Frontier orbital gap (alpha / beta): 8.22 / 6.64 eV
- Charge: 0
- Calculated total energy: -607.00291 a.u.

Structure (XYZ):
```
9
C4H3NS (wB97M-V/def2-TZVPD)
C 0.7263 -0.1810 0.0759
C -0.4771 -0.8794 0.0574
C 1.0508 1.2221 -0.0647
C -1.7763 -0.5755 -0.0100
N 0.4267 2.2891 0.0353
S -3.3120 -0.3961 -0.0340
H 1.5950 -0.8239 0.1373
H -0.3626 -1.9636 0.1082
H 2.1294 1.3083 -0.3055
```

Need the Löwdin charges? In units of e they are: C -0.1033; C -0.2077; C -0.3443; C -0.6405; N 0.1666; S 0.8093; H 0.0894; H 0.1225; H 0.1079

---

Formula: C4H3NS2
Source: the OMol25 dataset
Level of theory: wB97M-V/def2-TZVPD

Values from the calculation:
- Frontier orbital gap: 7.48 eV
- Structure (SMILES): c1cc2ssn2c1
- Charge: 0
- Calculated total energy: -1005.24689 a.u.

Structure (XYZ):
```
10
C4H3NS2 (wB97M-V/def2-TZVPD)
C -1.3396 0.0423 -0.0092
C -0.5465 -1.1730 0.0032
C 0.7163 -0.7852 0.0917
S 2.4601 -0.9789 0.0652
S 2.4155 1.1239 -0.0191
N 0.7469 0.7774 -0.0818
C -0.5377 1.1622 -0.1107
H -2.4292 -0.0752 0.0819
H -0.7669 -2.2512 0.0527
H -0.7190 2.1576 -0.0738
```

Need the Löwdin charges? In units of e they are: C -0.0975; C -0.1217; C -0.6169; S 0.5917; S 0.6028; N -0.4903; C -0.1620; H 0.0989; H 0.1156; H 0.0794